No. 1
Below is a structure of composition C38H28BF5LaN10O, with properties calculated with ωB97M-V/def2-TZVPD.

Output
Charge: -1
Orbital gap (alpha / beta), eV: 4.9 / 5.0
Electronic energy, hartree: -2644.11968
Multiplicity: 1
ΔE to the lowest compared entry with this formula, charge and spin, kJ/mol: 0.0

Last column: Löwdin charge in e.
Element x y z (Å)
La (0.4472, -0.2356, 0.4504)  2.119
F (0.4731, -1.4371, 2.2426)  -0.599
F (2.1239, -3.8228, -0.7195)  0.134
F (2.5770, -1.7515, 0.2287)  0.024
F (0.9552, -1.9284, -1.3301)  -0.032
F (3.1658, -2.1763, -1.9755)  0.153
O (-1.6155, -1.7696, 0.2335)  -0.114
N (3.2232, 1.1626, -1.6634)  0.209
N (-1.7492, -4.0214, 0.0508)  -0.064
N (-1.4164, 0.9795, -2.5743)  0.200
N (0.8300, 1.0078, -1.7232)  0.012
N (-2.4609, -2.9173, 1.9886)  -0.065
N (2.3203, 1.7654, 2.9769)  0.203
N (-2.3440, 1.6924, 2.0627)  0.196
N (-1.5471, 1.1903, -0.1635)  0.020
N (0.0633, 1.5505, 2.1524)  0.006
N (2.4357, 1.2567, 0.6195)  0.014
C (1.0475, -0.0710, -6.2140)  -0.090
C (0.5749, 0.4990, -3.9593)  -0.101
C (-2.8359, -4.1897, 2.5863)  -0.155
C (-1.1806, 1.6076, 2.7051)  -0.307
C (2.9322, 1.7078, 1.8057)  -0.272
C (0.8043, 1.7297, 5.7317)  -0.018
C (-3.4138, 1.7710, -1.3381)  -0.109
C (-4.9187, 2.4796, 0.4283)  -0.025
C (-0.1091, 0.8162, -2.6895)  -0.288
C (-0.1202, 1.7635, 6.7598)  -0.094
C (6.7216, 2.9566, 0.5081)  -0.091
C (-1.2940, -3.9769, -1.3324)  -0.022
C (5.2424, 2.7558, 2.4286)  -0.019
C (2.0576, 0.9023, -2.2615)  -0.286
C (2.4243, -0.0241, -5.9341)  -0.086
C (4.3033, 2.1894, 1.5770)  -0.106
C (-1.9807, 1.7082, 5.1948)  -0.024
C (-5.8666, 2.7471, -0.5441)  -0.099
C (4.5612, 2.0181, 0.2274)  -0.102
C (-2.0386, 1.2717, -1.4152)  -0.277
C (3.3463, 1.4271, -0.3648)  -0.266
C (-4.3605, 2.0531, -2.3203)  -0.025
C (5.7701, 2.4060, -0.3357)  -0.017
C (-1.8757, -5.3439, 0.6402)  -0.167
C (-2.6303, -1.6794, 2.7389)  -0.023
C (1.9324, 0.5522, -3.6883)  -0.104
C (-3.6880, 1.9792, 0.0087)  -0.109
C (0.9911, 1.6251, 3.1284)  -0.291
C (-2.4751, 1.6057, 0.7376)  -0.285
C (0.3190, 1.6732, 4.4274)  -0.105
C (-1.5043, 1.7513, 6.4934)  -0.095
C (-1.9223, -2.8632, 0.7468)  -0.466
C (-5.5895, 2.5357, -1.9088)  -0.099
C (6.4596, 3.1276, 1.8791)  -0.092
C (0.1062, 0.1918, -5.2305)  -0.019
C (-1.8579, -5.2556, 2.1461)  -0.155
C (-1.0447, 1.6628, 4.1628)  -0.109
C (2.8825, 0.2906, -4.6649)  -0.010
B (2.2634, -2.4639, -0.9709)  -1.233
H (-1.4138, -2.9771, -1.7304)  0.084
H (0.2235, 1.7982, 7.7867)  0.092
H (-1.0470, -5.9503, 0.2684)  0.125
H (-0.2415, -4.2519, -1.4038)  0.084
H (5.0238, 2.8907, 3.4807)  0.109
H (-3.8629, -4.4698, 2.3208)  0.125
H (7.2248, 3.5594, 2.5126)  0.093
H (0.7224, -0.3239, -7.2164)  0.093
H (-2.8003, -5.8252, 0.2985)  0.122
H (-2.1158, -6.2234, 2.5792)  0.114
H (3.1340, -0.2480, -6.7213)  0.094
H (-4.1298, 1.8914, -3.3661)  0.107
H (1.8703, 1.7361, 5.9234)  0.109
H (3.9379, 0.3152, -4.4247)  0.114
H (-1.8985, -4.6771, -1.9163)  0.089
H (-3.0417, 1.7049, 4.9746)  0.107
H (-2.2027, 1.7767, 7.3216)  0.091
H (7.6830, 3.2599, 0.1102)  0.093
H (-2.8104, -4.0617, 3.6671)  0.115
H (-6.8396, 3.1271, -0.2571)  0.091
H (-0.9567, 0.1547, -5.4356)  0.108
H (5.9540, 2.2721, -1.3951)  0.110
H (-2.7759, -1.9473, 3.7854)  0.088
H (-5.1169, 2.6485, 1.4799)  0.107
H (-6.3551, 2.7578, -2.6425)  0.091
H (-3.4880, -1.1004, 2.3933)  0.093
H (-1.7263, -1.0846, 2.6870)  0.047
H (-0.8592, -4.9777, 2.4915)  0.131

No. 2
Below is a cluster of 2 separate species, C4H7N3 in total, with properties calculated with ωB97M-V/def2-TZVPD.

Output
Orbital gap, eV: 8.7
Electronic energy, hartree: -320.75036
Multiplicity: 1
ΔE to the lowest compared entry with this formula, charge and spin, kJ/mol: 349.0

Last column: Löwdin charge in e.
Element x y z (Å)
N (0.0604, -1.9908, -3.3023)  0.145
N (-0.7611, 0.5647, -1.0921)  0.084
N (-0.0174, -1.1973, 0.0845)  0.084
C (-0.2851, -0.6380, -1.0806)  -0.595
C (0.8374, 1.0230, 1.3559)  -0.140
C (-0.0702, -1.4023, -2.3140)  -0.144
C (-0.5241, 0.4459, 1.3274)  0.034
H (-1.2985, 1.2000, 1.1454)  0.083
H (0.5651, -2.0428, 0.0441)  0.095
H (-1.0939, 0.8663, -1.9937)  0.057
H (-0.8810, -0.3589, 1.9305)  0.065
H (1.5724, 0.2800, 1.6486)  0.074
H (0.9307, 1.9504, 1.9385)  0.089
H (0.9653, 1.2997, 0.3079)  0.069